Entry from OMol25: a molecular structure, C33H27F9KN2OPS (wB97M-V/def2-TZVPD).

Geometry (Å):
C -0.049594 -0.482743 0.506781
C 1.851187 -2.608870 5.069145
H 1.425068 5.630372 3.228796
H 0.697164 1.263796 1.519160
C -0.920961 0.731998 -4.374875
C 1.317165 -2.910611 -0.175220
N 0.227439 2.809637 -1.625206
O 2.188046 2.566892 -0.381541
F 1.104843 -7.689400 -1.531863
H 1.392574 -2.012921 -2.133110
C 0.306354 1.795510 -2.499877
F 2.156071 -4.408180 6.558569
H -2.605121 4.565539 -3.765111
H -1.520060 1.199942 -5.160021
C -1.721057 3.934592 -3.871579
C -2.339733 -0.355302 -0.218071
F -4.370474 1.425907 -0.926454
H 0.945258 -6.238884 0.388734
C 1.999487 -3.070324 6.491699
C 1.310678 -2.939873 -1.573741
C -0.160561 0.796727 1.048310
C -2.440262 0.914613 0.329062
K 3.848761 0.838490 -0.834156
H -1.918147 6.416806 0.674478
H -1.078972 -2.045809 -0.554606
C 1.043002 -5.312984 -0.160871
H -0.954906 -1.034303 -3.146897
C 1.169585 -4.136036 -2.253100
P 1.582294 -1.281712 0.652593
H 0.060436 0.515800 -4.787093
H -0.463756 -1.517656 2.865254
H -0.251417 -2.234951 5.214514
H -2.061629 2.796829 -2.073361
C -1.586936 -0.548556 -3.891157
C 1.320131 4.468327 1.429404
C 1.092433 3.094076 -0.649134
F 3.081072 -2.527559 7.079911
H -2.557626 -0.336712 -3.437272
F -4.604310 1.254609 1.213139
H -2.797064 2.095663 -3.509502
H 3.940206 -2.877434 4.650643
C -0.559517 4.904496 0.001033
C 0.617365 -2.227121 4.570923
C -0.298586 6.130847 2.053318
H -1.551383 3.766510 -4.936916
C 1.044266 -5.324326 -1.544110
H 1.175516 -4.119586 1.600423
C 1.177824 -4.109358 0.519302
C 2.855371 -2.173050 2.939733
F -3.598755 2.975023 0.372824
C 2.976169 -2.589867 4.251933
C 0.879115 -6.611650 -2.301514
C -1.914340 2.618581 -3.134831
H -1.741904 -1.236663 -4.724149
C -1.354375 1.495731 0.968435
C -1.008343 5.870397 0.888550
H 1.166319 -4.147121 -3.335548
C 1.615863 -1.794550 2.416669
H 3.735796 -2.138348 2.307922
N -0.777871 1.713498 -3.308160
H -1.108805 4.681159 -0.902593
H -3.190751 -0.798557 -0.719035
C -3.748206 1.648303 0.246084
C -1.147715 -1.054727 -0.127040
F 1.719913 -6.685418 -3.349198
C 0.502517 -1.824486 3.246236
H -0.859887 4.463773 -3.463878
S 1.549384 0.612392 -2.708532
H 2.228626 3.912903 1.620239
F 0.936191 -2.759150 7.247244
H -1.431460 2.493372 1.379409
C 0.607862 4.193298 0.266260
C 0.868106 5.428447 2.322521
H -0.654289 6.879846 2.749522
F -0.366685 -6.739901 -2.799448

Force components x, y, z for each atom (eV/Å):
0.0 0.1 0.1
0.0 0.0 0.0
0.0 0.0 0.0
0.0 0.0 0.0
0.0 0.0 0.0
0.0 0.0 0.1
0.0 0.0 0.0
0.0 0.1 0.0
0.0 0.0 0.0
0.0 0.0 0.0
0.0 -0.1 0.0
0.0 0.0 0.0
0.0 0.0 0.0
0.0 0.0 0.0
0.0 0.0 0.0
0.0 0.0 0.0
0.0 0.0 -0.1
0.0 0.0 0.0
0.0 0.0 0.0
0.0 0.1 0.0
-0.1 0.0 0.0
0.0 0.1 0.0
0.0 0.0 0.0
0.0 0.0 0.0
0.0 0.0 0.0
0.0 0.0 0.0
0.0 0.0 0.0
0.0 0.0 0.0
0.0 -0.3 -0.1
0.0 0.0 0.0
0.0 0.0 0.0
0.0 0.0 0.0
0.0 0.0 0.0
0.0 0.0 0.0
0.0 0.0 0.0
0.0 -0.1 -0.1
0.0 0.0 0.0
0.0 0.0 0.0
0.0 0.0 0.0
0.0 0.0 0.0
0.0 0.0 0.0
0.0 0.0 0.0
0.0 0.0 0.0
0.0 0.0 0.0
0.0 0.0 0.0
0.0 0.0 0.0
0.0 0.0 0.0
0.0 0.0 0.0
0.0 0.0 0.0
0.0 0.0 0.0
0.0 0.0 0.0
0.0 0.0 0.0
0.0 0.0 0.0
0.0 0.0 0.0
0.0 -0.1 0.0
0.0 0.0 0.0
0.0 0.0 0.0
0.1 0.0 0.0
0.0 0.0 0.0
0.0 0.0 0.1
0.0 0.0 0.0
0.0 0.0 0.0
0.0 -0.1 0.0
0.0 0.0 0.0
0.0 0.0 0.0
-0.1 0.0 0.0
0.0 0.0 0.0
-0.1 0.0 -0.1
0.0 0.0 0.0
0.0 0.0 0.0
0.0 0.0 0.0
0.0 0.0 0.0
0.0 0.0 0.0
0.0 0.0 0.0
0.0 0.0 0.0

## Properties
M (g mol⁻¹): 740.71
Electronic energy (eV): -100598.003
Relative energy (zero: lowest compared OMol25 entry of this formula, charge and spin) (kJ/mol): 0.00
Orbital gap (eV): 7.20
E_HOMO (eV): -7.76
LUMO (eV): -0.563

Partial atomic charges computed with the Mulliken method, in multiples of e: 0.9968 0.2443 0.3919 0.4530 -1.3161 0.2188 0.1791 -0.7270 -0.2767 0.0260 0.2879 -0.2553 0.3875 0.4131 -1.4144 -1.0323 -0.2642 0.4577 0.8552 0.3075 -1.2157 0.3034 0.9675 0.4197 0.5460 -1.1028 -0.2898 -1.1502 0.0312 0.5635 0.4565 0.4665 -0.5487 -0.3000 -0.5118 -0.6921 -0.2628 0.2102 -0.3010 0.5045 0.3952 0.1115 -0.9797 -0.3543 0.4300 0.2271 0.3080 -0.1025 -0.3901 -0.2234 -0.9901 0.8932 0.3575 0.4768 -0.4010 -0.7674 0.4388 -0.4073 0.3832 0.3467 0.3328 0.4526 0.8254 -0.4535 -0.2643 0.5921 0.2437 -0.5190 0.4050 -0.2743 0.6487 0.8390 -0.7475 0.3950 -0.2547